w:
8
Properties=species:S:1:pos:R:3:nbo_charge:R:1 method="wB97M-V/def2-TZVPD" orbital_gap_ev=9.82 charge=0
C -0.25 -0.43 -0.32 0.472
H -0.86 -1.94 0.76 0.347
H 0.34 0.22 1.52 0.400
N -0.69 -1.65 -0.14 -0.751
N -0.05 0.43 -1.45 -0.249
N 0.46 1.49 -1.09 0.168
N 0.39 0.36 0.58 -0.300
O 0.66 1.52 0.13 -0.087

x:
8
Properties=species:S:1:pos:R:3:nbo_charge:R:1 method="wB97M-V/def2-TZVPD" orbital_gap_ev="9.24 / 9.24" charge=0
C -0.22 -0.45 0.12 0.605
N -1.22 0.16 0.34 -0.315
N -1.36 1.62 0.19 -0.109
N -0.36 2.15 -0.21 0.239
N 0.58 -1.46 -0.01 -0.830
O 0.73 1.66 -0.49 -0.453
H 0.31 -2.36 0.35 0.423
H 1.55 -1.32 -0.27 0.440

y:
8
Properties=species:S:1:pos:R:3:nbo_charge:R:1 method="wB97M-V/def2-TZVPD" orbital_gap_ev="7.87 / 7.87" charge=0
O 2.07 -0.18 -0.33 -0.606
C 0.70 -0.09 -0.17 0.508
N 0.59 1.17 -0.11 -0.084
N -1.66 0.39 0.10 -0.384
N -1.40 -0.83 -0.02 0.081
N -0.13 -1.16 -0.17 -0.396
H 2.51 0.18 0.46 0.507
H -2.67 0.52 0.23 0.373

In terms of stability, x leads; the second structure lies 4.5 kcal/mol higher.